ORCA calculation (the ωB97M-V functional and the def2-TZVPD basis) on the molecule C6H8N2O2 in a non-equilibrium geometry.

ORCA input file:
```
! RIJCOSX wB97M-V def2-TZVPD def2/J DEFGRID3
* xyz 0 1
N 3.133 -0.368 -0.612
C 2.508 0.383 0.303
O 3.314 1.335 0.570
C 1.047 0.737 0.138
C 0.102 -0.454 0.073
C -1.348 -0.083 0.101
C -2.465 -0.974 0.130
C -3.534 -0.142 0.076
O -3.123 1.129 0.041
N -1.751 1.163 0.060
H 2.745 -1.293 -0.749
H 4.129 0.355 -0.534
H 0.798 1.400 0.979
H 0.951 1.347 -0.773
H 0.272 -1.033 -0.848
H 0.284 -1.143 0.913
H -2.456 -2.059 0.138
H -4.606 -0.301 -0.006
*
```

* gap between HOMO and LUMO: 0.37413 Ha
* energy relative to the best compared isomer or geometry (same formula, charge and spin): 86.1 kcal per mole
* SMILES string: NC(=O)CCc1ccon1



ORCA calculation (the ωB97M-V functional and the def2-TZVPD basis) on a structure of composition C31H46As3IrN4O in a non-equilibrium geometry.

ORCA input file:
```
! RIJCOSX wB97M-V def2-TZVPD def2/J DEFGRID3
* xyz 3 6
Ir 0.286 0.096 -1.021
C 3.956 -1.008 1.756
C 4.466 0.234 2.102
C 3.930 1.359 1.501
C 2.891 1.225 0.579
N 2.377 0.022 0.279
C 2.913 -1.055 0.843
C 2.322 2.385 -0.122
C 2.999 3.605 -0.170
C 2.433 4.660 -0.864
C 1.205 4.484 -1.476
C 0.588 3.232 -1.413
N 1.151 2.215 -0.746
C -0.657 2.939 -2.136
C -1.441 3.930 -2.728
C -2.579 3.570 -3.428
C -2.884 2.224 -3.567
C -2.044 1.298 -2.974
N -0.990 1.645 -2.251
H 4.361 -1.913 2.182
H 5.273 0.327 2.812
H 4.312 2.331 1.764
H 2.497 -2.010 0.556
H 3.965 3.730 0.291
H 2.949 5.605 -0.945
H 0.762 5.302 -2.020
H -1.178 4.971 -2.654
H -3.204 4.327 -3.875
H -3.751 1.903 -4.122
H -2.204 0.233 -3.107
C -2.660 -2.659 -1.490
As -2.058 -1.095 -0.480
C -3.742 -0.103 -0.624
C -2.189 -1.905 1.326
C -1.602 -1.152 2.521
C -0.089 -1.042 2.391
C -2.221 0.242 2.663
As -1.600 1.686 1.421
C -3.116 2.888 1.764
C -0.302 2.633 2.557
C -1.983 -1.874 3.835
As -1.185 -3.648 4.390
C -0.611 -4.781 2.884
C 0.527 -3.192 5.231
H -3.619 -2.976 -1.074
H -1.956 -3.486 -1.437
H -2.815 -2.399 -2.540
H -4.448 -0.476 0.117
H -4.172 -0.289 -1.607
H -3.624 0.973 -0.497
H -1.688 -2.872 1.228
H -3.258 -2.091 1.486
H 0.148 -0.502 1.464
H 0.370 -2.028 2.332
H 0.329 -0.503 3.242
H -2.015 0.652 3.656
H -3.307 0.179 2.554
H -3.195 3.049 2.839
H -4.055 2.472 1.404
H -2.959 3.854 1.283
H -0.713 2.756 3.558
H -0.135 3.626 2.139
H 0.657 2.123 2.621
H -3.066 -2.013 3.865
H -1.719 -1.247 4.692
H -1.466 -5.187 2.347
H -0.055 -5.613 3.316
H 0.039 -4.239 2.196
H 0.390 -2.430 5.996
H 1.246 -2.845 4.487
H 0.929 -4.083 5.713
C 2.046 -2.883 -2.149
C 0.997 -2.255 -1.318
O 0.295 -2.810 -0.507
H 2.372 -3.833 -1.717
H 2.889 -2.216 -2.304
H 1.593 -3.086 -3.119
C 2.879 -1.378 -5.738
C 2.349 0.036 -5.465
C 1.770 0.124 -4.170
N 1.312 0.132 -3.116
H 3.338 -1.400 -6.722
H 2.067 -2.101 -5.725
H 3.629 -1.663 -5.006
H 1.591 0.297 -6.210
H 3.159 0.766 -5.546
*
```

* gap between HOMO and LUMO (spin up / spin down): 0.26220 / 0.17748 Ha
* energy relative to the best compared isomer or geometry (same formula, charge and spin): 19.8 kcal per mole
* <S²>: 8.7663



ORCA calculation (the ωB97M-V functional and the def2-TZVPD basis) on a structure of composition C29H36Cl2N4O2P2Ru in a non-equilibrium geometry.

ORCA input file:
```
! RIJCOSX wB97M-V def2-TZVPD def2/J DEFGRID3
* xyz 2 5
Ru -2.360 -3.724 1.415
C -2.430 -4.133 -0.760
C -1.180 -3.614 -0.336
C -0.777 -2.179 -0.561
C -1.252 -1.144 0.479
C -2.305 -1.670 1.418
C -3.571 -2.114 0.925
C -3.945 -2.078 -0.536
C -3.520 -3.309 -1.363
C -3.349 -3.704 3.204
H -2.493 -5.203 -0.988
H -0.340 -4.315 -0.251
H -1.073 -1.884 -1.576
H 0.322 -2.191 -0.530
H -0.374 -0.824 1.066
H -1.607 -0.232 -0.033
H -2.266 -1.329 2.454
H -4.423 -2.057 1.608
H -3.593 -1.151 -1.004
H -5.043 -2.051 -0.569
H -4.395 -3.968 -1.449
H -3.261 -3.013 -2.391
H -4.188 -4.404 3.049
H -3.707 -2.729 3.568
H -2.634 -4.159 3.910
P 0.828 3.002 0.960
P 2.773 0.828 -0.748
N -0.605 3.984 0.638
N 1.558 4.203 2.124
N 1.963 0.691 -2.314
N 4.382 0.321 -1.335
C 1.821 3.530 -0.521
C 3.066 2.665 -0.822
C -1.920 3.484 0.701
C -2.811 4.510 0.398
C -2.032 5.689 0.144
C -0.694 5.326 0.254
C 1.984 3.875 3.420
C 2.596 4.987 3.995
C 2.537 6.049 3.034
C 1.945 5.524 1.893
C 0.787 -0.054 -2.459
C 0.260 0.159 -3.725
C 1.142 1.068 -4.394
C 2.143 1.407 -3.496
C 5.047 0.616 -2.533
C 6.370 0.194 -2.445
C 6.548 -0.364 -1.132
C 5.331 -0.259 -0.470
H 2.165 4.566 -0.394
H 1.129 3.512 -1.379
H 3.481 2.958 -1.802
H 3.856 2.836 -0.068
H -2.089 2.446 0.939
H -3.892 4.445 0.362
H -2.400 6.686 -0.074
H 0.185 5.916 0.060
H 1.829 2.879 3.807
H 3.056 5.045 4.975
H 2.882 7.068 3.146
H 1.824 5.991 0.931
H 0.445 -0.655 -1.635
H -0.655 -0.272 -4.121
H 1.060 1.428 -5.409
H 2.953 2.114 -3.597
H 4.539 1.086 -3.352
H 7.112 0.282 -3.229
H 7.468 -0.782 -0.741
H 5.044 -0.537 0.533
Cl -2.854 -8.192 -0.491
C -3.060 -7.939 1.257
Cl -1.752 -8.604 2.232
C -3.181 -6.409 1.467
O -4.340 -5.959 1.467
O -2.068 -5.764 1.615
H -3.996 -8.406 1.588
*
```

* gap between HOMO and LUMO (spin up / spin down): 0.22779 / 0.09869 Ha
* energy relative to the best compared isomer or geometry (same formula, charge and spin): 0.0 kcal per mole
* <S²>: 6.0512



ORCA calculation (the ωB97M-V functional and the def2-TZVPD basis) on a cluster of 6 separate species, C27H46O7S in total in a non-equilibrium geometry.

ORCA input file:
```
! RIJCOSX wB97M-V def2-TZVPD def2/J DEFGRID3
* xyz 0 1
O -3.182 0.136 -0.005
C -2.254 -0.357 0.595
C -0.996 -0.753 -0.236
C 0.349 -0.835 0.577
C 0.612 0.359 1.573
S 1.800 1.574 0.856
O -2.342 -0.544 1.976
C -3.172 -1.712 2.190
C -2.677 -2.605 3.379
C -1.140 -2.866 3.378
C -0.498 -3.918 2.575
C 0.936 -4.187 2.605
C 1.801 -3.385 3.471
C 1.178 -2.329 4.268
C -0.264 -2.050 4.243
H -1.199 -1.809 -0.627
H -0.919 -0.088 -1.129
H 1.181 -0.798 -0.188
H 0.498 -1.814 1.110
H -0.304 0.876 1.949
H 1.110 -0.086 2.482
H 2.520 2.047 1.928
H -3.309 -2.292 1.233
H -4.206 -1.337 2.456
H -3.177 -3.606 3.272
H -2.945 -2.113 4.346
H -1.173 -4.537 1.942
H 1.348 -5.011 1.969
H 2.897 -3.595 3.531
H 1.836 -1.725 4.945
H -0.679 -1.233 4.883
C -1.931 -5.112 -2.354
C -0.591 -4.779 -1.749
C 0.632 -5.348 -2.420
O -0.500 -4.080 -0.762
H -2.719 -4.637 -1.770
H -1.980 -4.739 -3.378
H -2.087 -6.193 -2.339
H 0.696 -4.985 -3.448
H 0.589 -6.439 -2.409
H 1.523 -5.027 -1.880
C 0.737 2.867 5.246
C 2.037 2.113 5.352
C 2.850 2.306 6.606
O 2.414 1.380 4.463
H 0.260 2.633 4.293
H 0.067 2.571 6.056
H 0.925 3.942 5.288
H 2.275 1.985 7.476
H 3.133 3.356 6.709
H 3.758 1.704 6.545
C -6.739 0.542 -3.892
C -5.432 -0.206 -3.833
C -4.579 -0.012 -2.607
O -5.082 -0.935 -4.738
H -7.247 0.309 -4.829
H -7.379 0.239 -3.061
H -6.555 1.617 -3.852
H -5.123 -0.339 -1.719
H -4.300 1.038 -2.510
H -3.672 -0.608 -2.699
C 2.826 4.654 -1.803
C 3.779 4.744 -0.641
C 4.016 6.109 -0.042
O 4.336 3.760 -0.203
H 2.752 3.620 -2.129
H 1.835 4.996 -1.497
H 3.193 5.258 -2.634
H 3.077 6.515 0.340
H 4.436 6.778 -0.795
H 4.723 6.024 0.784
C 1.247 2.320 -5.988
C 2.579 2.656 -5.369
C 3.812 2.098 -6.033
O 2.657 3.347 -4.376
H 0.451 2.786 -5.408
H 1.205 2.701 -7.010
H 1.097 1.239 -5.984
H 3.883 2.470 -7.057
H 3.775 1.007 -6.031
H 4.696 2.419 -5.482
*
```

* gap between HOMO and LUMO: 0.31531 Ha
* SMILES string: O=C(CCCS)OCCc1ccccc1.CC(C)=O.CC(C)=O.CC(C)=O.CC(C)=O.CC(C)=O



ORCA calculation (the ωB97M-V functional and the def2-TZVPD basis) on a structure of composition C5H3IN2O in a non-equilibrium geometry.

ORCA input file:
```
! RIJCOSX wB97M-V def2-TZVPD def2/J DEFGRID3
* xyz 0 1
C 2.085 -0.358 0.374
C 0.890 -0.309 0.092
C 3.403 -0.569 0.652
C -1.474 0.922 0.264
C -0.632 -0.179 -0.252
N 4.393 -0.894 1.119
N -0.803 -0.408 -1.700
O -1.533 0.368 -2.253
I -1.347 -2.172 0.303
H -1.696 0.910 1.414
H -2.329 0.838 -0.379
H -0.957 1.851 0.365
*
```

* gap between HOMO and LUMO: 0.32144 Ha
* energy relative to the best compared isomer or geometry (same formula, charge and spin): 22.6 kcal per mole



| no. | electronic energy (a.u.) |
| --- | --- |
| 1 | -493.3096 |
| 2 | -8313.7332 |
| 3 | -3193.3552 |
| 4 | -1981.1876 |
| 5 | -674.5756 |